1.
Here is a molecular structure, C9H12FeN3O3P from the OMol25 dataset. Energies are from ωB97M-V/def2-TZVPD.

Geometry as XYZ:
```
29
Properties=species:S:1:pos:R:3:forces:R:3
O -0.007 2.653 -3.617 0.0358 -4.2484 2.1871
C 0.006 1.583 -3.157 -0.1135 7.0509 -3.3678
Fe 0.049 -0.155 -2.758 -0.0164 -0.7797 1.0130
C 1.597 -0.871 -3.249 6.6037 -1.7573 -4.2587
C -1.511 -0.881 -3.210 -6.5808 -1.5388 -3.7454
O 2.607 -1.104 -3.768 -3.5473 0.5427 2.3505
O -2.555 -1.087 -3.669 3.6695 0.4019 2.0504
C 1.207 -0.316 2.214 0.9501 -0.6366 0.9656
N 1.156 0.910 1.369 -1.5163 -1.6340 -0.8819
C -0.126 1.635 1.525 -0.6096 0.7020 0.4186
N -1.295 0.740 1.366 0.4108 -0.2820 0.5110
C -1.176 -0.482 2.208 0.0465 0.0881 -0.2025
N 0.079 -1.253 1.935 -0.0904 1.5656 -1.4552
C 0.119 -1.778 0.534 0.3161 0.2182 0.0872
P 0.018 -0.352 -0.687 -0.6414 -1.1382 2.3716
C 1.487 0.595 -0.009 0.2326 0.5310 0.7004
C -1.569 0.385 -0.017 0.9813 0.4747 -0.0929
H 1.171 -0.030 3.284 0.0380 -0.1385 -0.6803
H 2.146 -0.829 1.965 -0.2181 0.1798 0.3799
H -0.178 2.422 0.751 0.0455 -0.2042 0.5708
H -0.156 2.055 2.541 0.0755 -0.0246 -0.3981
H -2.031 -1.124 1.952 0.2398 0.1867 0.4147
H -1.186 -0.198 3.279 -0.0223 -0.2045 -0.6255
H 1.041 -2.338 0.306 -0.1992 0.1856 0.5089
H -0.714 -2.466 0.306 0.1401 0.3164 0.4213
H 1.686 1.462 -0.658 -0.2593 0.0651 0.4999
H 2.387 -0.037 -0.026 -0.3596 -0.0116 -0.1519
H -2.380 -0.359 -0.042 0.3800 0.0785 -0.2004
H -1.871 1.221 -0.669 0.0088 0.0111 0.6095
```
Forces are in eV/Å.

Properties
* HOMO-LUMO gap (spin up / spin down): 9.404 / 5.423 eV
* spin multiplicity: 5
* charge: +2
* E_tot: -63795.57633 eV
* maximum force: 8.1 eV/Å

These are the Mulliken partial charges, in e, on atoms 1 to 4: atom 1 (O): -0.177, atom 2 (C): 0.259, atom 3 (Fe): 0.120, atom 4 (C): 0.234

---

2.
Here is a molecular structure, C45H50HgI2N5O2P2S2 from the OMol25 dataset. Energies are from ωB97M-V/def2-TZVPD.

Geometry as XYZ:
```
109
Properties=species:S:1:pos:R:3:forces:R:3
Hg 1.035 0.556 1.537 -0.3234 -0.1884 0.2324
C 0.478 -2.095 -2.813 0.0449 -0.0001 -0.0637
C 0.916 -2.770 -1.519 -0.0804 0.3341 -0.0557
P 0.038 -2.183 0.009 0.7158 -0.8395 0.4229
C 0.875 -3.402 1.120 -0.1106 0.2612 0.0262
C 1.936 -2.997 1.920 -0.1314 0.0751 -0.0622
C 2.593 -3.909 2.728 0.1534 -0.0005 0.1115
C 2.205 -5.236 2.738 0.0260 -0.0366 0.0418
C 1.157 -5.650 1.932 -0.0498 -0.1143 -0.0204
C 0.493 -4.741 1.131 0.0456 0.0325 0.0090
C -1.595 -2.998 -0.050 -0.0357 0.4662 0.0500
C -2.003 -3.940 -0.986 0.1926 0.1026 0.0778
C -3.240 -4.548 -0.859 -0.0617 -0.1387 -0.0140
C -4.072 -4.225 0.199 -0.0364 -0.0797 -0.0519
C -3.673 -3.282 1.133 -0.0855 0.0487 0.0896
C -2.448 -2.657 0.997 0.0365 -0.0212 -0.0683
C 0.333 -0.584 -2.647 -0.1214 0.0982 -0.1006
P -1.323 -0.180 -1.895 -0.2768 0.4026 -0.8369
C -2.416 -0.939 -3.162 0.0095 -0.1479 0.3209
C -3.485 -1.714 -2.735 0.1225 0.1388 0.0184
C -4.338 -2.302 -3.655 -0.2010 -0.0647 -0.1114
C -4.136 -2.101 -5.010 -0.1347 -0.0661 0.0798
C -3.088 -1.301 -5.442 0.0648 0.0466 -0.1643
C -2.232 -0.724 -4.525 -0.0197 -0.0823 0.0006
C -1.560 1.559 -2.451 -0.3624 -0.1223 0.1907
C -0.412 2.425 -2.386 0.2340 0.2832 0.0177
C -1.644 4.432 -1.491 0.1048 -0.1267 -0.2164
C -2.634 4.435 -2.617 -0.2795 0.1162 -0.0803
C -3.146 3.323 -3.149 -0.2233 0.2965 0.0458
C -2.807 1.980 -2.754 0.3194 -0.2029 -0.0988
H -0.475 -2.508 -3.155 0.0991 -0.0778 -0.0529
H 1.215 -2.312 -3.592 -0.0580 -0.0097 0.0449
H 1.969 -2.534 -1.320 -0.0789 -0.0662 0.0430
H 0.829 -3.859 -1.590 0.0307 0.0858 0.1309
H 2.259 -1.963 1.905 0.0049 0.0439 0.0309
H 3.410 -3.579 3.353 0.1011 0.0325 0.0490
H 2.716 -5.949 3.368 0.0502 -0.0412 0.0606
H 0.849 -6.685 1.924 -0.0072 -0.1189 0.0351
H -0.326 -5.075 0.508 0.0044 -0.0506 0.0572
H -1.364 -4.210 -1.813 0.0691 -0.0109 -0.0848
H -3.548 -5.286 -1.586 -0.0469 -0.0356 -0.0779
H -5.033 -4.709 0.293 -0.0898 -0.0533 0.0293
H -4.317 -3.047 1.968 -0.0503 0.0843 0.0288
H -2.128 -1.900 1.703 -0.0250 0.0378 0.1504
H 0.446 -0.076 -3.610 0.0338 0.0085 0.1432
H 1.105 -0.221 -1.958 0.0534 0.1189 -0.1450
H -3.648 -1.843 -1.674 -0.0495 -0.0669 0.0891
H -5.168 -2.903 -3.310 -0.0408 -0.0435 -0.0009
H -4.804 -2.551 -5.730 -0.0310 -0.0240 -0.0350
H -2.950 -1.112 -6.498 0.0244 -0.0236 -0.0529
H -1.432 -0.085 -4.867 0.0832 0.0806 -0.0618
H 0.552 1.985 -2.604 0.1362 0.0025 0.0854
H -1.374 5.463 -1.236 -0.0018 -0.1726 -0.1463
H -2.924 5.400 -3.004 0.0646 0.0695 -0.1197
H -3.910 3.407 -3.912 -0.0220 0.1217 -0.0738
H -3.612 1.257 -2.799 -0.0154 -0.1245 -0.0392
C 4.518 2.535 -3.906 -0.0326 0.0230 -0.0495
C 4.844 1.430 -2.985 -0.0144 -0.0840 -0.1039
N 5.740 0.508 -3.147 0.3139 0.2828 -0.7085
N 5.677 -0.268 -2.040 -0.8091 0.5558 0.3893
C 4.743 0.169 -1.166 0.2193 0.2149 -0.4462
S 4.321 -0.462 0.299 -0.4959 -0.3223 0.8684
N 4.205 1.269 -1.782 0.8999 -0.8566 0.2164
N 3.168 2.041 -1.295 -0.5552 0.1779 0.1335
H 5.113 2.450 -4.808 0.0432 -0.0133 -0.0369
H 4.722 3.494 -3.430 -0.0216 0.0811 -0.0444
H 3.460 2.504 -4.161 -0.0651 0.0766 -0.0347
H 6.285 -1.060 -1.925 -0.0821 0.0231 0.0439
H 3.504 2.977 -1.055 0.0588 -0.2071 0.0755
H 2.834 1.592 -0.433 0.2480 0.0967 -0.3203
I 2.878 5.356 0.367 -0.1195 0.0562 -0.3026
C 1.054 4.509 -0.301 0.8019 0.4562 0.0616
C 0.835 4.351 -1.610 0.2737 0.1927 0.2073
C -0.416 3.701 -1.977 -0.1127 -0.0515 -0.2817
I -0.060 6.200 -4.548 0.0852 -0.0902 0.2178
C -2.034 3.663 -0.259 0.1097 0.0184 0.5234
C -3.306 3.136 -0.085 -0.1118 -0.0534 0.3249
C -3.527 2.171 0.882 0.0694 0.1705 -0.0564
C -2.449 1.758 1.648 -0.3554 0.0031 0.0385
N -1.274 2.348 1.582 0.4990 -0.3488 0.0490
C -1.048 3.299 0.673 -0.9735 -0.3903 -0.0082
C 0.334 3.844 0.798 0.9335 -0.1364 -0.0143
O 0.963 3.603 1.818 -0.3798 0.0288 0.0650
H 1.538 4.663 -2.367 0.0440 0.1210 -0.1235
H -4.105 3.459 -0.738 0.0494 -0.0541 -0.0214
H -4.500 1.724 1.005 -0.0880 -0.0975 0.0246
H -2.527 0.941 2.350 -0.0904 -0.1351 0.0775
C 4.516 1.174 3.630 -0.4013 0.0654 0.2691
S 2.886 1.076 4.418 -0.1778 0.0137 -0.3869
C 2.561 2.849 4.617 0.1769 -0.4091 -0.1269
H 5.235 1.544 4.356 0.1242 0.0152 -0.0077
H 4.457 1.839 2.774 0.0940 -0.0221 -0.1338
H 4.784 0.173 3.309 0.0791 -0.0188 -0.0681
H 3.331 3.280 5.250 0.0039 0.0894 0.0717
H 1.589 2.947 5.089 -0.0908 0.0760 0.0326
H 2.547 3.318 3.639 -0.0671 0.1530 -0.0236
C -0.615 0.318 6.116 -0.0308 -0.0672 -0.1987
C -0.603 -1.209 6.085 0.0539 0.0467 -0.2463
C -0.072 -1.456 4.676 0.2088 -0.5143 0.2416
O -0.647 -0.443 3.866 0.0393 0.1383 -0.5093
C -1.046 0.651 4.687 -0.2769 0.4426 0.2124
H 0.393 0.691 6.302 0.0142 0.0427 0.0787
H -1.298 0.733 6.856 0.0565 0.0403 0.0108
H -1.617 -1.601 6.179 0.0182 -0.0391 0.0427
H 0.029 -1.650 6.853 -0.0121 -0.0513 0.0254
H -0.358 -2.421 4.252 0.0801 0.0208 0.0639
H 1.023 -1.366 4.658 -0.0814 -0.0548 -0.0126
H -2.139 0.743 4.622 0.1326 0.0575 0.0212
H -0.595 1.569 4.301 -0.0600 -0.0003 0.0018
```
Forces are in eV/Å.

Properties
* HOMO-LUMO gap (spin up / spin down): 5.194 / 2.829 eV
* spin multiplicity: 2
* charge: 0
* E_tot: -119642.87484 eV
* maximum force: 1.3 eV/Å

These are the Mulliken partial charges, in e, on atoms 1 to 4: atom 1 (Hg): 1.085, atom 2 (C): -0.733, atom 3 (C): -1.583, atom 4 (P): 1.135

---

3.
Here is a single C2H4N4 molecule from the OMol25 dataset. Energies are from ωB97M-V/def2-TZVPD.

Geometry as XYZ:
```
10
Properties=species:S:1:pos:R:3:forces:R:3
H -2.418 -1.697 0.092 0.0154 0.0051 -0.2059
N -1.851 -0.922 -0.282 0.2391 -0.1569 0.5709
N -0.762 -1.014 0.302 -0.4755 0.2611 -0.3035
C 0.165 0.032 0.018 -0.1018 0.2078 -0.4045
N 1.474 -0.399 -0.037 0.0556 0.1051 -0.1807
C -0.126 1.409 0.271 -0.1028 0.1316 0.0009
N -0.536 1.386 -0.908 0.9500 -0.9278 0.6555
H 2.194 0.294 0.075 -0.0800 -0.0905 -0.1128
H 1.732 -1.207 -0.584 -0.1778 0.1749 -0.0524
H 0.128 2.118 1.054 -0.3221 0.2896 0.0327
```
Forces are in eV/Å.

Properties
* HOMO-LUMO gap (spin up / spin down): 9.078 / 9.078 eV
* SMILES string: [H]/N=N/[C@]1(N)C=N1
* charge: 0
* E_tot: -8095.36353 eV
* maximum force: 1.5 eV/Å

These are the Mulliken partial charges, in e, on atoms 1 to 4: atom 1 (H): 0.259, atom 2 (N): -0.482, atom 3 (N): -0.078, atom 4 (C): 0.492